{
  "formula": "C4H6O2",
  "method": "ωB97M-V/def2-TZVPD",
  "symbols": ["C", "C", "O", "H", "H", "C", "C", "O", "H", "H", "H", "H"],
  "positions_angstrom": [[1.946641, -0.694801, -1.165138], [1.975201, -0.070239, -0.009809], [2.034322, 0.439790, 1.040233], [1.198051, -0.420578, -1.894640], [2.699744, -1.442908, -1.372894], [-1.424413, 0.003284, 1.058438], [-1.361345, 0.699084, -0.271566], [-0.351770, 1.123231, -0.785954], [-2.061468, -0.885126, 0.991375], [-0.427154, -0.262108, 1.415531], [-1.892935, 0.681409, 1.782757], [-2.334874, 0.828957, -0.788332]],
  "forces_ev_per_a": [[0.009, 0.057, 0.072], [0.111, 0.257, 0.709], [-0.011, -0.455, -0.954], [0.130, -0.004, 0.116], [-0.064, 0.085, 0.066], [0.107, -0.022, 0.025], [0.205, 0.139, -0.100], [-0.501, -0.185, 0.214], [0.082, 0.125, -0.019], [-0.157, 0.058, -0.060], [0.024, -0.072, -0.109], [0.066, 0.017, 0.040]],
  "lowdin_charge": [0.000, -0.299, 0.145, 0.051, 0.058, -0.044, -0.288, 0.022, 0.082, 0.067, 0.089, 0.118],
  "largest_force_ev_per_a": 1.057,
  "lumo_energy_ev": 0.953,
  "total_charge": 0,
  "e_tot_ev": -8338.747,
  "homo_energy_ev": -9.00,
  "smiles": "C=C=O.CC=O",
  "orbital_gap_ev": 9.95
}